Density functional theory data (the ωB97M-V functional and the def2-TZVPD basis) for 5 unconnected molecules or ions with the total composition C23H49NO7P in a non-equilibrium geometry.

Positions of all 81 atoms, in Å:
C 6.4073 -4.3571 -1.5662
P 6.6120 -2.4741 -1.7186
O 7.0962 -2.2167 -3.3686
O 5.1126 -1.6578 -1.4518
C 4.1246 -2.0073 -2.4342
O 4.1580 -1.4709 -3.5739
C 3.0226 -3.1031 -2.1009
C 2.0116 -3.4546 -3.2325
C 0.9429 -4.5390 -2.9883
N 0.8883 -5.2199 -1.7123
C 1.7602 -4.9374 -0.5954
C 2.8711 -3.8535 -0.7452
H 6.9029 -4.6925 -0.5855
H 6.8810 -4.8612 -2.4926
H 5.3233 -4.7233 -1.5319
H 8.0786 -2.2078 -3.3030
H 2.0233 -2.9383 -4.2621
H 0.1818 -4.8278 -3.8004
H 0.1738 -5.9603 -1.5679
H 1.7042 -5.4937 0.4108
H 3.6078 -3.5842 0.0989
C 0.1409 1.0456 1.7896
C 0.9405 0.1732 0.8375
O 0.8446 -1.2184 1.1257
C -0.4589 -1.7862 1.0737
C -1.1209 -1.6578 -0.2877
H 0.4622 0.8785 2.8224
H 0.2786 2.1019 1.5449
H -0.9278 0.8288 1.7413
H 1.9976 0.4369 0.9231
H 0.6585 0.3644 -0.2028
H -1.0886 -1.3586 1.8604
H -0.3464 -2.8487 1.3128
H -1.2654 -0.6153 -0.5758
H -2.1002 -2.1430 -0.2811
H -0.5022 -2.1278 -1.0593
C -5.0274 1.4497 5.0065
C -4.6728 0.9608 3.6122
O -3.3142 0.5604 3.4790
C -2.8844 -0.5045 4.3186
C -3.6590 -1.7938 4.1046
H -4.3850 2.2885 5.2922
H -6.0698 1.7771 5.0414
H -4.8981 0.6687 5.7579
H -4.8268 1.7783 2.9037
H -5.3386 0.1509 3.2980
H -2.9167 -0.1941 5.3680
H -1.8307 -0.6825 4.0824
H -4.7199 -1.6766 4.3329
H -3.2631 -2.5854 4.7457
H -3.5826 -2.1165 3.0619
C -6.7322 7.3188 3.8266
C -6.1421 5.9265 3.9780
O -5.3672 5.7633 5.1584
C -6.0453 5.9675 6.3916
C -7.2177 5.0249 6.6017
H -5.9388 8.0726 3.8321
H -7.2859 7.3975 2.8872
H -7.4188 7.5615 4.6392
H -5.4708 5.7360 3.1369
H -6.9230 5.1609 3.9290
H -6.3586 7.0128 6.4813
H -5.3092 5.7981 7.1828
H -7.9897 5.1558 5.8410
H -7.6759 5.2000 7.5782
H -6.8840 3.9844 6.5533
C 4.8518 0.4740 -9.0537
C 6.2295 0.1772 -8.4848
O 6.3660 0.5295 -7.1144
C 5.4894 -0.1220 -6.2049
C 5.6352 -1.6336 -6.1997
H 4.6117 1.5356 -8.9390
H 4.8153 0.2177 -10.1159
H 4.0700 -0.0944 -8.5468
H 6.9698 0.7657 -9.0320
H 6.4989 -0.8731 -8.6343
H 4.4533 0.1738 -6.4021
H 5.7341 0.2597 -5.2096
H 5.3952 -2.0718 -7.1710
H 4.9686 -2.0760 -5.4589
H 6.6631 -1.9169 -5.9584

Cartesian forces, eV/Å:
C -1.1178 -0.8506 -0.7630
P 2.3456 0.6722 0.1021
O -0.7893 -0.8441 2.1360
O -1.7726 -2.4936 -2.6565
C 0.7090 1.9372 -2.9663
O -0.7807 -2.4161 5.0188
C -2.7893 -2.4777 0.4547
C -0.5429 -1.8169 2.7040
C 2.6342 1.6629 1.4831
N 2.0723 1.9819 0.1279
C 2.0522 2.7026 -2.0691
C -1.9124 -0.4544 -2.8972
H -0.5681 0.6936 -1.5834
H -0.5703 0.8312 1.6029
H 1.4141 0.4337 -0.0704
H -0.8081 0.2458 -0.1123
H 0.1420 -0.8656 1.9767
H 1.3421 0.3883 1.6351
H 0.6778 0.7897 -0.2464
H -0.3680 0.7589 -2.0737
H -1.5633 -0.6669 -1.3654
C -0.1282 -0.1146 0.0761
C -0.0563 0.2771 0.1115
O 0.1876 -0.4120 -0.0714
C 0.0234 0.1722 -0.0208
C -0.0246 0.0630 -0.0587
H 0.0098 0.0536 -0.1265
H 0.0203 -0.1112 0.0228
H -0.0170 0.1044 -0.0138
H -0.0242 -0.2654 0.0098
H -0.0839 0.0171 -0.0146
H -0.0672 0.0373 -0.0908
H 0.1894 0.1076 0.0695
H -0.0769 -0.0651 0.0455
H 0.0620 0.0368 0.0105
H -0.0023 -0.0069 0.0163
C 0.1308 0.0158 0.1283
C -0.1006 0.0652 0.1423
O 0.2526 -0.0388 -0.1795
C -0.1314 0.0422 -0.0181
C -0.0984 -0.0402 -0.0462
H -0.1209 -0.0411 -0.0766
H 0.0995 -0.0059 -0.0391
H -0.1024 -0.0229 -0.0206
H 0.2255 -0.1022 -0.0236
H -0.0276 -0.0471 0.0596
H -0.0570 -0.0625 0.0121
H -0.0800 0.2111 -0.0833
H 0.0623 -0.0353 0.0724
H -0.0124 0.0614 -0.0403
H 0.0225 0.0161 0.0628
C 0.0043 0.1114 0.0785
C -0.0325 0.1129 0.0473
O 0.1873 -0.0927 -0.0210
C -0.0576 -0.0210 -0.0141
C -0.0727 -0.0912 -0.0869
H -0.0742 -0.1026 -0.0437
H 0.0712 -0.0170 0.0660
H -0.0562 -0.0358 -0.0669
H 0.1102 -0.0521 0.2059
H -0.0925 0.0299 0.0176
H -0.0850 -0.0180 -0.0088
H 0.0747 0.0071 -0.2442
H -0.0242 0.0622 0.0840
H 0.0535 -0.0115 -0.0641
H 0.0028 0.0837 0.0484
C -0.1097 0.0606 0.0535
C -0.1008 0.0245 -0.0143
O 0.0970 0.0794 0.0877
C 0.0478 -0.0287 -0.0266
C 0.0990 -0.1914 -0.2874
H 0.0610 -0.1094 -0.0491
H 0.0313 0.0432 0.0885
H 0.0139 -0.0606 -0.0658
H 0.0211 0.0161 0.2406
H -0.0691 -0.0519 -0.0159
H -0.0506 -0.0693 -0.0306
H 0.0985 0.0714 -0.1946
H -0.0652 0.0438 0.0002
H 0.1613 0.0441 -0.1611
H -0.1258 0.0411 0.0235

Multiplicity: 1
Energy above the lowest of the compared OMol25 structures with the same formula, charge and spin: 98.02 kcal/mol
Net charge: +1



Density functional theory data (the ωB97M-V functional and the def2-TZVPD basis) for 3 unconnected molecules or ions with the total composition C23H49NO9 in a non-equilibrium geometry.

Positions of all 82 atoms, in Å:
C 3.0839 1.5736 -2.8508
C 1.9989 2.4144 -2.1433
C 0.9663 1.4699 -1.5065
C -0.1119 2.2272 -0.7010
C -1.4021 2.4731 -1.5365
C -1.8919 3.9171 -1.4223
C -3.2904 4.1538 -1.9735
O -4.2224 3.2087 -1.4633
C -5.4420 3.1926 -2.1809
C -5.9401 1.7850 -2.5127
O -5.8390 0.9363 -1.4104
C -4.6583 0.1403 -1.3666
O -5.3866 1.1784 -3.7078
C -4.2891 1.6902 -4.1660
N -3.2378 2.0152 -4.5120
H 3.7318 2.2210 -3.4406
H 2.6045 0.8138 -3.4699
H 3.6526 1.0599 -2.0729
H 1.5005 3.0790 -2.8533
H 2.4796 2.9802 -1.3424
H 1.5216 0.8168 -0.8256
H 0.4907 0.8737 -2.2883
H 0.2600 3.1882 -0.3379
H -0.3615 1.6027 0.1599
H -2.1679 1.8108 -1.1351
H -1.1901 2.2113 -2.5735
H -1.7956 4.2429 -0.3824
H -1.2087 4.5561 -1.9930
H -3.6010 5.1641 -1.6660
H -3.2427 4.1559 -3.0658
H -6.2026 3.6009 -1.5039
H -5.4230 3.8607 -3.0477
H -7.0122 1.8699 -2.7021
H -3.7474 0.7357 -1.3998
H -4.6449 -0.6311 -2.1385
H -4.6605 -0.3815 -0.4090
C 4.2554 2.8104 4.0213
O 4.4766 1.4426 3.7546
C 3.5126 0.8513 2.8997
C 4.1464 -0.0205 1.8355
O 4.8760 0.6719 0.8358
C 6.1112 1.2804 1.1834
C 7.2311 0.3250 1.5408
O 7.0231 -0.2855 2.8032
C 7.3723 -1.6519 2.8479
H 3.4870 2.9412 4.7907
H 5.1929 3.2308 4.3844
H 3.9651 3.3552 3.1168
H 2.9028 1.6214 2.4140
H 2.8523 0.2264 3.5142
H 3.3270 -0.5062 1.2977
H 4.7405 -0.8201 2.2806
H 5.9754 2.0359 1.9588
H 6.4214 1.8112 0.2797
H 8.1648 0.9000 1.5947
H 7.3315 -0.4266 0.7506
H 7.0149 -2.1869 1.9617
H 6.8888 -2.0855 3.7230
H 8.4558 -1.7787 2.9436
C -1.4061 -1.3009 0.5889
O -2.2758 -2.3193 0.1418
C -1.7700 -3.0763 -0.9473
C -1.9834 -4.5633 -0.7564
O -1.2042 -5.1619 0.2654
C -1.5128 -4.8778 1.6214
C -2.8286 -5.4378 2.1209
O -3.9384 -4.7396 1.5808
C -5.0228 -5.5681 1.2224
H -1.4738 -0.4216 -0.0613
H -1.7131 -1.0202 1.5965
H -0.3682 -1.6471 0.6341
H -0.7014 -2.8826 -1.0889
H -2.2996 -2.7608 -1.8553
H -1.6573 -5.0492 -1.6798
H -3.0429 -4.7973 -0.6393
H -1.4363 -3.8094 1.8299
H -0.7211 -5.3677 2.1939
H -2.8562 -5.3215 3.2122
H -2.8809 -6.5057 1.8841
H -4.6845 -6.4663 0.6952
H -5.6611 -4.9992 0.5467
H -5.6073 -5.8549 2.1030

Cartesian forces, eV/Å:
C -0.5604 0.4643 0.5101
C 0.0591 -1.0486 -0.1878
C 0.2813 0.9470 0.4888
C -0.3322 -0.4859 -0.6320
C 0.5285 0.1399 0.6581
C 0.1329 -0.3073 -0.1109
C 0.4188 0.7574 0.3310
O 0.1490 -0.2832 -0.8039
C 0.0386 0.2531 0.7048
C -0.6066 0.4603 1.0171
O 0.2284 -0.1697 -0.7583
C 0.3273 -0.4195 0.6441
O 0.2054 0.4085 -0.4054
C 0.2368 -0.6880 0.5766
N -0.2571 0.2326 -0.2883
H 0.1381 -0.2494 -0.0814
H 0.1666 0.0807 -0.2195
H 0.2068 -0.0141 -0.1819
H 0.0717 0.1716 0.1060
H -0.1499 0.2945 -0.1232
H -0.0707 -0.2029 -0.1570
H 0.0564 -0.1823 0.1087
H 0.2214 -0.1166 0.0758
H -0.0706 0.2912 0.1639
H -0.0714 -0.0145 -0.3073
H -0.3139 0.0166 -0.0719
H -0.2844 -0.0480 0.0222
H -0.0718 0.0661 0.0399
H -0.0979 -0.0599 -0.0838
H -0.1858 -0.3421 -0.0031
H -0.1420 -0.1025 -0.1287
H 0.0917 -0.2480 -0.1774
H 0.0822 -0.0569 -0.2720
H -0.1099 0.0917 -0.2058
H -0.0726 0.1761 -0.1344
H -0.1647 0.1183 -0.0124
C 0.0475 -0.1294 0.1037
O 0.0931 0.1276 -0.2804
C 0.0554 0.0133 0.1855
C -0.0447 -0.1817 -0.0133
O -0.0281 0.0208 -0.0602
C -0.0116 0.1269 -0.0409
C 0.0880 0.1261 0.2381
O -0.2636 -0.1698 -0.1773
C 0.0131 0.1351 0.1339
H -0.0474 0.0951 -0.0509
H -0.0153 -0.0409 0.0662
H -0.0464 -0.0011 0.0051
H 0.0179 0.0184 -0.0126
H -0.1219 -0.0342 -0.1342
H -0.0048 0.0488 -0.0343
H 0.0965 0.1255 0.1448
H 0.0345 -0.1327 0.1642
H -0.0158 -0.0497 -0.0316
H 0.0205 0.0068 -0.2039
H -0.0335 -0.0407 0.0157
H 0.0527 -0.0023 -0.0292
H 0.0556 0.0407 0.0393
H 0.0086 -0.0927 -0.0823
C -0.2018 0.0249 -0.0414
O 0.2125 -0.1566 0.1544
C -0.1427 0.1309 0.0448
C -0.1197 -0.0913 -0.1236
O 0.0522 -0.0326 0.0036
C 0.1011 0.0487 0.0532
C -0.0988 0.2391 0.1296
O 0.1033 -0.1572 -0.3040
C -0.0010 0.1738 0.0695
H 0.1434 0.0293 0.0111
H -0.0755 0.0352 -0.0384
H 0.0156 0.0228 -0.0579
H 0.0078 0.0060 0.0295
H 0.1070 -0.0884 -0.1139
H 0.0548 0.0007 0.0217
H -0.0361 0.1544 0.1339
H -0.2005 0.0383 -0.0397
H -0.0042 -0.0423 -0.0353
H 0.1198 -0.1595 0.0301
H -0.0269 0.0001 -0.0521
H -0.0045 -0.0368 0.0463
H -0.0209 0.0379 0.0664
H -0.0143 -0.1175 -0.0338

SMILES: CCCCCCCOC[C@H](OC)OC#N.COCCOCCOC.COCCOCCOC
Multiplicity: 1



| no. | HOMO-LUMO gap (eV) |
| --- | --- |
| 1 | 5.06 |
| 2 | 9.86 |